{
  "formula": "C6H4O3S2",
  "method": "the ωB97M-V functional and the def2-TZVPD basis",
  "elements": ["C", "C", "C", "H", "H", "H", "H", "S", "O", "O", "C", "C", "O", "C", "S"],
  "positions_angstrom": [[0.88669, -0.04697, 0.24915], [0.01396, -0.27611, 1.26995], [2.06246, 0.84666, 2.03368], [2.90368, 1.16952, 2.50547], [-1.81636, -0.82382, -0.86926], [-1.05168, -0.63935, 1.15004], [-1.27191, -0.06988, -2.42309], [0.53155, 0.33443, 2.77042], [1.55736, 0.21392, -1.97922], [4.57073, 1.24688, 0.76175], [-1.06255, -0.74369, -1.61038], [0.81351, -0.31216, -1.20174], [0.08240, -1.47311, -1.58362], [2.11694, 0.67022, 0.63843], [3.55695, 1.06211, -0.27164]],
  "forces_ev_per_angstrom": [[1.13, 1.20, -0.51], [-1.74, -0.19, -0.80], [-2.25, -1.00, -2.76], [1.82, 1.03, 1.94], [-0.40, -0.57, 0.71], [1.67, 0.32, 0.28], [0.30, 0.02, -0.43], [1.94, 0.28, -0.89], [-0.35, 0.28, -0.29], [1.34, 0.40, 1.12], [-1.12, 0.28, -0.88], [1.27, -1.39, 0.29], [-0.16, 0.84, 0.40], [-2.35, -1.15, 2.95], [-1.11, -0.35, -1.13]],
  "molar_mass_g_mol": 188.2,
  "energy_ev": -34095.151,
  "homo_energy_ev": [-8.317, -9.740],
  "s_squared": 2.018,
  "spin_multiplicity": 3
}

{
  "formula": "C6H4O5S",
  "method": "the ωB97M-V functional and the def2-TZVPD basis",
  "elements": ["H", "C", "O", "C", "S", "C", "O", "H", "C", "O", "O", "O", "H", "H", "C", "C"],
  "positions_angstrom": [[-2.59702, -1.15305, 2.31087], [-3.26343, -0.68553, 1.53039], [-3.45960, -1.70421, -0.98370], [2.61095, 0.42321, -0.84367], [-4.02420, -0.70568, -0.08208], [1.28842, 0.02028, -0.51495], [0.87643, -0.90164, 0.12933], [4.65477, -0.14156, -0.26601], [-1.43283, 1.01853, 0.30001], [-0.93264, 0.69440, -0.93987], [0.39558, 1.00870, -1.02314], [-0.84872, 1.67974, 1.14114], [2.91449, 1.37238, -1.26954], [3.05213, -1.11383, 0.29265], [3.52678, -0.32795, -0.23805], [-2.76112, 0.51621, 0.45662]],
  "forces_ev_per_angstrom": [[-1.00, 0.36, -1.05], [3.38, 5.43, -4.28], [-0.49, -0.01, 0.20], [2.67, 0.64, 0.57], [1.28, 0.32, 0.10], [-3.73, 0.42, 0.30], [0.38, 0.27, -0.51], [-1.95, -0.37, 0.08], [1.79, 1.60, 1.50], [-1.16, -0.79, 0.65], [2.06, 0.37, -0.49], [-0.80, -1.13, -1.46], [-0.70, -0.15, -0.47], [0.59, -1.12, 0.68], [1.61, 0.74, -0.61], [-3.94, -6.58, 4.80]],
  "molar_mass_g_mol": 188.2,
  "energy_ev": -27350.602,
  "homo_energy_ev": [-9.899, -9.898],
  "e_above_lowest_kcal_mol": 0.0,
  "spin_multiplicity": 1
}

{
  "formula": "C6H5BrO",
  "method": "the ωB97M-V functional and the def2-TZVPD basis",
  "elements": ["H", "H", "C", "C", "C", "C", "H", "C", "H", "O", "C", "H", "Br"],
  "positions_angstrom": [[0.88441, 0.09575, -0.13552], [-0.56910, -4.00213, -0.37118], [-1.30165, 3.06923, -0.07847], [-0.98753, -0.86823, 0.03139], [-1.83064, 0.21264, 0.11198], [0.38671, -0.80989, -0.17418], [-1.96620, 3.83878, 0.18752], [0.78130, -2.12269, -0.37532], [-1.30213, 3.23858, -1.24991], [-1.40095, -2.17541, -0.03397], [-0.36934, -2.91164, -0.32710], [1.70719, -2.50884, -0.64584], [-3.65175, -0.19112, 0.16605]],
  "forces_ev_per_angstrom": [[1.15, 1.41, -0.09], [0.43, 0.99, -0.16], [2.13, -0.43, -2.44], [-0.05, 0.27, -0.01], [-0.48, 1.09, 0.01], [-1.73, -1.57, 0.28], [-1.78, 1.07, 0.86], [-1.02, -0.86, -0.42], [-0.01, -0.76, 1.69], [-1.02, -0.20, -0.13], [0.95, -0.38, 0.58], [1.53, -0.40, -0.20], [-0.11, -0.23, 0.04]],
  "molar_mass_g_mol": 173.0,
  "energy_ev": -78384.334,
  "homo_energy_ev": [-7.815, -8.010],
  "e_above_lowest_kcal_mol": 131.2,
  "spin_multiplicity": 1
}

{
  "formula": "C6H5BrO4S",
  "method": "the ωB97M-V functional and the def2-TZVPD basis",
  "elements": ["C", "O", "H", "Br", "H", "C", "C", "C", "H", "H", "C", "O", "O", "C", "H", "S", "O"],
  "positions_angstrom": [[-0.58680, 0.28687, -0.81254], [1.87709, 2.38799, -0.73444], [-3.35509, -1.64020, -0.57949], [4.79291, 1.78796, 0.11054], [-0.06249, 0.94758, -1.48512], [-0.70712, -0.79465, 1.34201], [-1.89636, -1.39556, 0.96643], [-0.06221, 0.04659, 0.44668], [-2.40239, -2.04874, 1.66065], [-2.18702, -0.14400, -2.15682], [-2.42981, -1.16590, -0.29078], [2.45531, 0.05092, -1.12256], [3.33064, 1.21401, 0.87307], [-1.77490, -0.32696, -1.17663], [-0.27512, -0.96198, 2.31544], [2.16533, 1.10194, -0.22256], [1.11802, 0.65413, 0.86611]],
  "forces_ev_per_angstrom": [[0.07, 0.05, 0.15], [-0.28, 0.42, 0.05], [-0.08, -0.04, -0.03], [2.29, 0.81, -0.73], [-0.14, 0.04, -0.18], [0.35, 0.27, -0.01], [0.07, 0.06, -0.01], [-0.80, -0.43, -0.38], [-0.03, -0.05, 0.06], [-0.02, 0.02, -0.09], [-0.05, -0.01, -0.05], [0.01, -0.44, -0.14], [-1.83, -0.65, 0.73], [0.06, 0.01, 0.06], [0.06, -0.03, 0.12], [0.03, -0.19, 0.27], [0.30, 0.17, 0.18]],
  "molar_mass_g_mol": 253.1,
  "energy_ev": -95368.421,
  "homo_energy_ev": -9.613,
  "spin_multiplicity": 1
}